{"formula": "C31H29BrGaN4O6", "method": "the ωB97M-V functional and the def2-TZVPD basis", "elements": ["C", "C", "O", "O", "C", "H", "C", "C", "C", "H", "H", "C", "C", "H", "N", "C", "C", "H", "H", "O", "Br", "C", "C", "N", "C", "H", "H", "C", "H", "O", "C", "H", "C", "H", "C", "H", "H", "C", "C", "H", "H", "H", "H", "C", "H", "H", "O", "H", "H", "C", "H", "C", "C", "H", "H", "C", "C", "N", "H", "C", "C", "Ga", "C", "C", "H", "H", "H", "C", "O", "N", "H", "C"], "coordinates": [[0.020992, 2.689551, 3.119501], [2.561779, 0.061004, 2.466097], [-0.204576, -4.254548, -2.245171], [0.542830, 0.669863, 1.275546], [3.917935, -2.161425, 3.452883], [2.668087, 3.787683, 5.694081], [-4.776765, 0.954030, -2.805030], [0.957707, -1.899695, -1.435675], [1.458402, -3.091988, 0.762437], [0.213833, -0.101494, 1.757896], [-1.323043, 3.986634, 4.169530], [1.306049, 2.169130, 3.052267], [2.043886, -0.666880, 3.536739], [4.452712, -3.019883, 3.837745], [-0.441888, -1.535894, -1.796865], [3.766128, -0.329455, 1.896368], [-5.114804, -0.362448, -4.798956], [0.369067, 4.697050, 5.821412], [-4.281758, 2.635678, -1.506742], [1.835397, 2.135803, -0.293570], [-1.695124, 2.392767, -0.302680], [1.330974, 2.456667, -3.106748], [4.440731, -1.436756, 2.393218], [0.751496, 3.498561, -3.710237], [0.919227, -3.105858, -0.512971], [1.274160, 4.225591, -4.164591], [2.302255, -2.327425, 4.860287], [-3.910882, 1.683430, -1.869159], [3.066632, 1.676857, -2.480759], [0.589258, 1.565062, -2.594223], [1.731968, 1.219571, 1.947944], [-4.711279, -0.849706, -5.676637], [-0.315839, 3.594418, 4.116479], [-6.561935, 1.462304, -1.722518], [0.821817, -5.384130, 1.089380], [-7.140507, -0.916932, -5.228158], [4.192412, 0.229663, 1.076063], [-2.154185, -0.043744, -1.690878], [1.921244, 3.479177, 4.974930], [1.428120, -2.198458, -2.382400], [-8.062963, 0.251514, -3.255747], [-0.252137, 3.541266, -3.703937], [-1.061833, -2.240245, -2.170236], [-2.723414, 1.257325, -1.425156], [3.241938, 3.118618, -3.384560], [-2.808086, -0.772103, -2.160571], [1.594329, -0.816754, -0.895127], [5.381700, -1.730274, 1.947418], [1.124834, -0.344903, 4.016637], [-6.997779, 0.263450, -3.443379], [-0.480507, -5.141089, -2.502611], [-6.154802, 0.943440, -2.581573], [0.279940, -5.421188, -0.188669], [1.947423, -2.191539, 1.110272], [-0.178009, -6.326978, -0.569259], [-4.265953, 0.308620, -3.932322], [0.331380, -4.285555, -0.975526], [-0.933823, -0.358855, -1.438095], [0.786160, -6.271667, 1.707094], [-6.478803, -0.393894, -4.550865], [2.713809, -1.775898, 4.025038], [0.669447, 0.770669, -0.797425], [2.454615, 2.048309, 0.860352], [0.632068, 3.992165, 5.044117], [3.265370, 2.180465, 3.931005], [1.835059, -4.200998, 2.557896], [-3.206864, 0.364805, -4.154209], [1.406626, -4.224673, 1.565677], [3.499413, 2.587223, 1.112670], [2.661242, 2.340300, -3.121794], [-0.730715, 2.373286, 2.409957], [2.257823, 2.571415, 3.986101]], "atomic_forces_ev_per_a": [[-0.03, -0.11, -0.04], [-0.01, -0.03, 0.02], [0.00, 0.02, 0.01], [-0.19, 0.11, 0.15], [0.03, -0.01, 0.00], [0.00, 0.00, 0.00], [-0.04, -0.02, -0.04], [-0.01, -0.12, -0.07], [0.01, 0.03, -0.03], [0.13, -0.06, -0.03], [0.00, -0.01, -0.01], [0.00, 0.09, 0.06], [-0.01, 0.02, 0.03], [0.00, 0.00, 0.00], [-0.01, 0.05, -0.05], [-0.02, -0.01, -0.02], [0.02, -0.01, -0.01], [0.00, 0.00, 0.00], [0.01, 0.00, 0.01], [-0.08, -0.13, -0.13], [0.06, 0.10, 0.01], [-0.01, -0.10, -0.02], [0.01, 0.00, -0.02], [0.01, -0.04, 0.01], [-0.06, -0.12, -0.06], [0.00, 0.00, -0.01], [0.01, 0.00, 0.00], [0.13, 0.04, 0.11], [0.01, -0.01, -0.01], [-0.02, 0.13, -0.03], [-0.07, -0.06, -0.16], [0.00, 0.00, 0.00], [-0.02, 0.04, 0.07], [0.00, 0.00, 0.00], [-0.04, -0.08, -0.03], [0.00, 0.00, 0.00], [0.00, 0.02, 0.00], [0.12, -0.07, 0.04], [-0.02, 0.01, -0.01], [-0.01, 0.00, 0.05], [0.00, 0.00, 0.00], [0.00, 0.03, -0.02], [0.03, -0.05, 0.01], [-0.14, 0.05, -0.01], [-0.01, 0.01, 0.00], [0.02, -0.01, 0.02], [-0.03, 0.17, -0.06], [0.00, -0.01, 0.00], [0.00, 0.01, -0.01], [-0.01, 0.00, 0.00], [0.01, 0.02, 0.01], [0.03, -0.01, -0.02], [0.04, 0.04, 0.05], [0.01, 0.00, 0.00], [-0.01, 0.00, 0.00], [-0.05, 0.00, -0.04], [0.02, 0.06, -0.03], [-0.13, 0.00, 0.03], [0.00, 0.01, 0.00], [-0.02, -0.01, -0.01], [-0.03, -0.02, 0.01], [0.20, -0.19, -0.03], [0.22, 0.09, 0.24], [0.01, 0.01, 0.01], [-0.01, 0.00, -0.01], [0.01, 0.01, 0.00], [-0.01, 0.02, 0.00], [0.03, 0.03, 0.06], [-0.11, -0.02, -0.03], [0.02, 0.04, 0.05], [0.00, 0.01, -0.02], [0.03, 0.01, -0.01]], "orbital_gap_ev": 7.901, "charge": 1, "de_lowest_kcal_mol": 3.7}